1.
{
  "formula": "C7H20N6O15PS2",
  "method": "ωB97M-V/def2-TZVPD",
  "species": ["C", "C", "S", "O", "O", "N", "S", "O", "O", "P", "O", "H", "H", "H", "H", "H", "C", "N", "O", "O", "H", "H", "H", "C", "N", "O", "O", "H", "H", "H", "C", "N", "O", "O", "H", "H", "H", "C", "N", "O", "O", "H", "H", "H", "C", "N", "O", "O", "H", "H", "H"],
  "coordinates": [[0.62541, 1.00493, 1.79808], [-0.23252, 1.93000, 1.44297], [-1.54191, 2.48852, 2.56223], [-1.50584, 1.74888, 3.80409], [-1.19800, 3.87896, 2.84160], [-2.98939, 2.53278, 1.78588], [-3.64798, 1.05668, 1.51670], [-2.95500, -0.08156, 2.08257], [-3.83877, 0.85603, 0.08249], [-5.67584, 1.23064, 2.29630], [-5.73567, 1.19979, 3.77799], [0.72220, 0.70448, 2.84833], [1.28727, 0.56724, 1.03885], [-0.14207, 2.40890, 0.46189], [-6.16694, 2.46387, 1.79169], [-6.46348, 0.19819, 1.70750], [5.17448, 0.45626, 0.32471], [3.74074, 0.74781, 0.05437], [2.97832, -0.20035, -0.00287], [3.43181, 1.91184, -0.08920], [5.29638, -0.60977, 0.42771], [5.74869, 0.83155, -0.51946], [5.44473, 0.96732, 1.24267], [-6.42016, 3.60266, -2.24544], [-7.05265, 2.91370, -1.09012], [-8.20942, 3.19507, -0.82506], [-6.36169, 2.11773, -0.49478], [-7.14183, 4.28169, -2.68623], [-5.55659, 4.14535, -1.86876], [-6.12454, 2.83963, -2.95695], [6.17964, -3.26610, 3.37660], [6.14172, -2.29944, 2.24573], [5.94390, -1.13085, 2.50724], [6.31282, -2.75322, 1.12967], [6.01288, -2.72406, 4.30122], [5.39342, -3.99702, 3.20835], [7.15980, -3.73638, 3.37224], [7.67243, -5.88390, -0.19939], [8.30963, -6.58060, 0.95141], [8.93135, -7.59697, 0.71988], [8.16024, -6.07702, 2.04866], [7.88661, -6.43978, -1.10587], [6.60306, -5.84950, -0.01008], [8.09351, -4.88347, -0.24982], [-6.04947, 1.29785, -6.64348], [-6.68538, 2.18590, -5.63287], [-7.39095, 1.66500, -4.79313], [-6.44960, 3.37507, -5.72158], [-6.34605, 0.27424, -6.44144], [-6.39620, 1.61644, -7.62285], [-4.97313, 1.41499, -6.55029]],
  "lowdin_charge": [-0.026, -0.229, 0.483, -0.347, -0.386, -0.360, 0.345, -0.374, -0.425, 0.630, -0.492, 0.074, 0.028, 0.093, -0.003, 0.009, 0.035, -0.435, 0.049, 0.073, 0.050, 0.102, 0.096, 0.044, -0.430, 0.053, 0.008, 0.093, 0.108, 0.072, 0.055, -0.425, 0.063, 0.055, 0.096, 0.106, 0.092, 0.043, -0.451, 0.069, 0.049, 0.092, 0.102, 0.097, 0.045, -0.449, 0.070, 0.060, 0.094, 0.098, 0.102],
  "e_homo_ev": -5.564,
  "homo_lumo_gap_ha": 0.241,
  "total_charge": -1
}

=====

2.
{
  "formula": "C7H21B2O10P",
  "method": "ωB97M-V/def2-TZVPD",
  "species": ["C", "B", "O", "O", "P", "O", "O", "O", "B", "O", "O", "H", "H", "H", "H", "H", "H", "H", "C", "O", "C", "C", "O", "C", "C", "O", "C", "H", "H", "H", "H", "H", "H", "H", "H", "H", "H", "H", "H", "H", "H"],
  "coordinates": [[2.73969, 4.01361, 1.45965], [1.38463, 4.77237, 1.31304], [1.30742, 5.90447, 0.52590], [0.20775, 4.39218, 1.98747], [-0.63334, 3.10423, 1.62157], [-1.07572, 2.43243, 2.84294], [0.28171, 2.13323, 0.76623], [-1.76885, 3.47499, 0.59457], [-3.00492, 3.94037, 1.05709], [-3.12203, 4.66129, 2.21217], [-4.09232, 3.61175, 0.27670], [2.83574, 3.51146, 2.41674], [3.55767, 4.70583, 1.30059], [2.81267, 3.26125, 0.67617], [1.25558, 6.68526, 1.08181], [0.83629, 1.68853, 1.41524], [-3.31009, 5.58584, 2.04979], [-4.27022, 4.27696, -0.38650], [-1.52349, -0.60571, 0.12633], [-0.53933, -1.61218, 0.00504], [-0.82112, -2.74094, 0.81220], [-0.12810, -3.97317, 0.27979], [-0.77245, -4.55902, -0.84065], [-0.58931, -3.92796, -2.09770], [0.75934, -4.18790, -2.72770], [1.75594, -3.35677, -2.15863], [3.05469, -3.85069, -2.38324], [-1.57720, -0.23545, 1.15667], [-1.24133, 0.21706, -0.52570], [-2.50550, -0.98162, -0.18392], [-1.90143, -2.92402, 0.84631], [-0.46562, -2.54547, 1.83404], [-0.17317, -4.73589, 1.06016], [0.92387, -3.76793, 0.07112], [-0.78930, -2.85639, -2.03890], [-1.34382, -4.37628, -2.74747], [0.69602, -3.97739, -3.80491], [1.02218, -5.24388, -2.58978], [3.18209, -4.84448, -1.93733], [3.75396, -3.16319, -1.91202], [3.28137, -3.90682, -3.45485]],
  "lowdin_charge": [0.021, -0.631, 0.157, 0.043, 0.358, -0.210, -0.073, 0.079, -0.792, 0.202, 0.192, 0.074, 0.069, 0.074, 0.110, 0.101, 0.118, 0.106, -0.108, -0.196, -0.209, -0.185, -0.127, -0.185, -0.209, -0.196, -0.117, 0.088, 0.082, 0.092, 0.128, 0.129, 0.127, 0.122, 0.123, 0.127, 0.128, 0.128, 0.088, 0.086, 0.088],
  "e_homo_ev": -9.104,
  "homo_lumo_gap_ha": 0.335
}

=====

3.
{
  "formula": "C7H21NO2",
  "method": "ωB97M-V/def2-TZVPD",
  "species": ["C", "C", "C", "C", "C", "N", "C", "C", "H", "H", "H", "H", "H", "H", "H", "H", "H", "H", "H", "H", "H", "H", "H", "H", "H", "H", "H", "O", "H", "H", "O"],
  "coordinates": [[-0.00618, 0.18582, 0.30531], [0.95483, 0.38519, -0.87661], [1.31716, 1.92786, -1.36449], [2.31674, -0.29596, -0.76807], [-0.23722, -1.40032, 0.59512], [-0.89341, -2.01013, -0.51286], [-2.18990, -1.31917, -0.82820], [-2.13793, -0.33712, -1.90092], [-0.91490, 0.64290, 0.17002], [0.25312, 0.79566, 1.18244], [0.33966, 0.06614, -1.75643], [0.75234, 2.67279, -0.69972], [1.09833, 2.08124, -2.49246], [2.40558, 2.14506, -1.34354], [2.76936, -0.63407, -1.75642], [2.34178, -1.09478, 0.07107], [2.92914, 0.49084, -0.18158], [0.65400, -1.87768, 0.73888], [-0.64973, -1.53754, 1.52301], [-0.28564, -2.20132, -1.20512], [-2.87514, -1.04801, -0.03535], [-2.70592, -2.19528, -1.23823], [-1.84971, 0.73396, -1.44621], [-1.34246, -0.23314, -2.63242], [-3.03329, -0.34466, -2.52256], [2.38470, 0.83330, 2.94574], [0.87390, 0.56929, 2.93544], [1.75318, 0.33014, 3.26592], [-1.09238, 1.64157, 3.14799], [-1.84092, 0.26550, 3.56907], [-1.08909, 0.76192, 3.11116]],
  "lowdin_charge": [-0.155, -0.404, -0.070, -0.098, -0.196, -0.034, -0.266, -0.137, 0.041, 0.071, 0.084, 0.079, 0.082, 0.046, 0.098, 0.086, 0.087, 0.065, 0.077, 0.062, 0.122, 0.102, 0.109, 0.058, 0.073, -0.057, -0.011, 0.001, -0.023, 0.119, -0.012],
  "e_homo_ev": -8.259,
  "smiles": "CCNCCC(C)C.O.O",
  "homo_lumo_gap_ha": 0.320,
  "de_lowest_kj_mol": 332.1
}

=====

4.
{
  "formula": "C7H21NO4",
  "method": "ωB97M-V/def2-TZVPD",
  "species": ["C", "C", "C", "C", "C", "C", "C", "N", "H", "H", "H", "H", "H", "H", "H", "H", "H", "H", "H", "H", "H", "H", "H", "O", "H", "H", "O", "H", "H", "O", "H", "H", "O"],
  "coordinates": [[-3.22018, -0.01924, 2.55417], [-2.08993, -1.03004, 2.31186], [-2.38261, -1.92165, 1.05180], [-1.38672, -1.74933, -0.06999], [-0.61941, -2.71685, -0.56581], [0.32372, -2.47596, -1.68197], [1.18008, -1.45983, -1.67634], [-0.82291, -0.29693, 2.24116], [-3.33404, 0.22343, 3.60767], [-4.13895, -0.37741, 2.10737], [-2.92400, 0.91025, 2.05737], [-1.98188, -1.69323, 3.16329], [-3.35067, -1.66315, 0.63261], [-2.30336, -2.96561, 1.33082], [-1.36333, -0.81243, -0.61779], [-0.70795, -3.73948, -0.21375], [0.28697, -3.12573, -2.54350], [1.29451, -0.70339, -0.90733], [1.89020, -1.36530, -2.49094], [-0.90960, 0.38795, 1.50833], [-0.07469, -0.94147, 1.99711], [3.31483, 1.35257, -2.27604], [4.17176, 0.17805, -1.75549], [3.84395, 0.59095, -2.55883], [-1.54932, 2.44732, -0.76703], [-1.25711, 1.42894, 0.30412], [-0.91304, 2.24276, -0.07256], [2.44379, 3.90445, 0.21042], [2.85254, 2.49260, 0.09749], [2.94674, 3.24107, 0.70204], [0.61903, 2.65844, -1.87991], [1.98579, 3.31645, -1.95993], [1.56005, 2.46269, -1.82662]],
  "lowdin_charge": [-0.053, -0.426, -0.143, -0.140, -0.118, -0.178, 0.004, 0.040, 0.077, 0.066, 0.069, 0.123, 0.099, 0.104, 0.103, 0.105, 0.092, 0.060, 0.048, 0.016, 0.079, -0.005, 0.035, -0.063, 0.051, -0.009, -0.038, 0.024, 0.006, -0.061, 0.035, 0.053, -0.052],
  "e_homo_ev": -9.092,
  "smiles": "C=C/C=C/C[C@H](C)N.O.O.O.O",
  "homo_lumo_gap_ha": 0.337,
  "de_lowest_kj_mol": 86.0
}

=====

5.
{
  "formula": "C7H21NO5",
  "method": "ωB97M-V/def2-TZVPD",
  "species": ["C", "C", "C", "N", "C", "C", "C", "C", "H", "H", "H", "H", "H", "H", "H", "H", "H", "H", "H", "H", "H", "O", "H", "H", "O", "H", "H", "O", "H", "H", "O", "H", "H", "O"],
  "coordinates": [[-0.63678, -0.25293, 3.38624], [-0.33943, 0.15350, 1.96684], [-1.31199, 0.62342, 0.97323], [-0.67083, 0.83957, -0.25581], [0.68178, 0.62178, -0.12286], [0.91615, 0.10744, 1.24006], [2.24741, -0.46675, 1.63825], [1.85971, 1.17897, -0.89238], [0.03585, 0.23545, 4.24723], [-0.25406, -1.48970, 3.56474], [-1.69922, 0.02974, 3.62883], [-2.41121, 0.50868, 1.17093], [-0.93703, 1.38577, -1.02382], [3.11125, 0.11851, 1.31114], [2.31916, -0.41755, 2.74179], [2.50257, -1.40740, 1.30723], [1.44584, 1.31306, -1.94285], [2.81799, 0.71727, -0.90285], [2.01324, 2.20564, -0.45709], [0.27664, -1.74384, -2.94687], [-0.04399, -0.40720, -3.77571], [-0.25990, -1.32842, -3.66816], [-0.97547, 4.06244, -0.65377], [0.32226, 3.43760, -0.97525], [-0.54096, 3.42897, -1.33417], [-1.96748, -1.10586, -3.28365], [-3.29669, -0.85765, -2.64934], [-2.50325, -0.64360, -2.69855], [0.43216, -1.73021, -0.74311], [1.83095, -1.41298, -1.01149], [1.13097, -1.80422, -1.40908], [-2.66427, -1.51402, 1.24591], [-1.23608, -2.11092, 1.25531], [-2.19529, -2.27458, 1.06910]],
  "lowdin_charge": [-0.102, -0.283, -0.068, 0.079, -0.297, -0.201, -0.054, -0.036, 0.097, 0.152, 0.072, 0.120, 0.094, 0.073, 0.086, 0.042, 0.102, 0.062, 0.093, 0.030, 0.039, -0.070, 0.113, -0.012, -0.060, -0.035, -0.100, 0.054, 0.069, -0.027, 0.005, -0.042, 0.044, -0.039],
  "e_homo_ev": -7.794,
  "smiles": "Cc1c[nH]c(C)c1C.O.O.O.O.O",
  "homo_lumo_gap_ha": 0.301,
  "de_lowest_kj_mol": 423.7
}

=====

6.
{
  "formula": "C7H21NO6",
  "method": "ωB97M-V/def2-TZVPD",
  "species": ["C", "C", "N", "C", "C", "C", "C", "C", "H", "H", "H", "H", "H", "H", "H", "H", "H", "H", "H", "O", "H", "H", "O", "H", "H", "O", "H", "H", "O", "H", "H", "O", "H", "H", "O"],
  "coordinates": [[2.38414, 0.80189, 0.38487], [2.07083, -0.28215, -0.39678], [0.88984, -0.79908, 0.03346], [0.43131, -0.06134, 1.10745], [1.35102, 0.93809, 1.34881], [1.28087, 2.00477, 2.39105], [-1.77546, -1.15688, 1.41400], [-0.81876, -0.31947, 1.80415], [3.26989, 1.41639, 0.32311], [2.59382, -0.67874, -1.25185], [0.38468, -1.55275, -0.42125], [2.19417, 2.05080, 2.98370], [1.14007, 2.99788, 1.95310], [0.45374, 1.86688, 3.08781], [-1.72892, -1.73043, 0.49882], [-2.67740, -1.31345, 1.99119], [-0.92837, 0.21046, 2.73668], [0.52822, 2.01852, -0.47637], [-0.47245, 1.74921, -1.62062], [-0.16982, 2.43359, -1.00067], [-2.28549, 0.65115, -1.57092], [-1.32149, -0.56392, -1.64532], [-1.58646, 0.24133, -2.12476], [3.41882, -1.07761, 2.64160], [2.26380, -1.66111, 1.87825], [2.94881, -1.91421, 2.50889], [-1.49079, -0.65615, -3.74013], [-0.48557, -1.07348, -4.83728], [-1.19532, -1.41494, -4.28520], [-2.03265, 2.12904, -0.19175], [-2.80977, 1.09890, 0.64916], [-2.88469, 1.64754, -0.14638], [-1.28892, -3.24922, -1.58018], [-0.84085, -2.32551, -2.71603], [-0.81084, -2.42600, -1.73063]],
  "lowdin_charge": [-0.064, -0.105, 0.084, -0.265, -0.285, -0.029, 0.015, -0.099, 0.114, 0.121, 0.108, 0.080, 0.087, 0.070, 0.041, 0.063, 0.103, 0.007, 0.014, -0.057, 0.037, 0.016, -0.078, 0.038, -0.002, -0.056, 0.019, 0.057, -0.063, 0.031, 0.029, -0.063, 0.072, 0.038, -0.080],
  "e_homo_ev": -8.360,
  "smiles": "C=Cc1[nH]ccc1C.O.O.O.O.O.O",
  "homo_lumo_gap_ha": 0.319,
  "de_lowest_kj_mol": 0.0
}

=====

7.
{
  "formula": "C7H22AuN3Sb",
  "method": "ωB97M-V/def2-TZVPD",
  "species": ["Au", "N", "C", "C", "N", "C", "C", "N", "H", "H", "H", "H", "H", "H", "H", "H", "H", "H", "H", "H", "H", "C", "Sb", "C", "C", "H", "H", "H", "H", "H", "H", "H", "H", "H"],
  "coordinates": [[0.08546, 0.45069, 0.13181], [2.12348, 0.26715, 1.42442], [3.14079, -0.53861, 0.72346], [2.52638, -1.72902, -0.00273], [1.43639, -1.37402, -0.91587], [1.81875, -0.95203, -2.26625], [2.17714, 0.52474, -2.37720], [1.11023, 1.39452, -1.84905], [2.50099, 1.16733, 1.69302], [1.83740, -0.18695, 2.28407], [3.90237, -0.91953, 1.40569], [3.65408, 0.11669, 0.02276], [2.11067, -2.41106, 0.74100], [3.32643, -2.26817, -0.52119], [0.79299, -2.14816, -0.98055], [0.96507, -1.15089, -2.91657], [2.65864, -1.54133, -2.64946], [2.39775, 0.73777, -3.42445], [3.08604, 0.74306, -1.81984], [0.34919, 1.47119, -2.51412], [1.45350, 2.33603, -1.70378], [-3.50163, -1.30993, 0.63133], [-2.35650, 0.45316, 0.88589], [-2.74361, 0.83774, 2.93245], [-3.65607, 1.85696, -0.02330], [-4.50388, -1.11092, 1.00936], [-3.05694, -2.13316, 1.18944], [-3.55490, -1.57698, -0.42357], [-3.82166, 0.84645, 3.09005], [-2.32370, 1.80213, 3.21534], [-2.29156, 0.05762, 3.54425], [-4.64348, 1.76431, 0.42788], [-3.72290, 1.65642, -1.09220], [-3.27692, 2.86682, 0.12792]],
  "lowdin_charge": [0.413, -0.051, -0.242, -0.210, -0.138, -0.210, -0.243, -0.051, 0.086, 0.081, 0.119, 0.097, 0.123, 0.123, 0.106, 0.123, 0.123, 0.119, 0.097, 0.081, 0.086, -0.312, 1.201, -0.314, -0.314, 0.017, 0.010, 0.010, 0.017, 0.010, 0.009, 0.017, 0.009, 0.010],
  "e_homo_ev": -11.909,
  "homo_lumo_gap_ha": 0.356,
  "total_charge": 1,
  "de_lowest_kj_mol": 0.0
}

=====

8.
{
  "formula": "C7H22N3OSi",
  "method": "ωB97M-V/def2-TZVPD",
  "species": ["C", "C", "C", "C", "C", "C", "C", "N", "N", "N", "O", "Si", "H", "H", "H", "H", "H", "H", "H", "H", "H", "H", "H", "H", "H", "H", "H", "H", "H", "H", "H", "H", "H", "H"],
  "coordinates": [[3.37591, 1.00456, 0.73486], [1.37109, 2.38578, 0.04699], [0.68511, -2.37088, -0.00912], [2.84882, -1.43900, -0.81381], [-2.87764, -0.50876, 1.43881], [-4.09991, 0.71719, -0.28499], [1.19307, 0.00858, 0.09119], [2.07531, 1.06216, 0.14073], [1.61407, -1.26534, -0.09361], [-2.84311, 0.54909, 0.42769], [-0.11408, 0.33882, 0.07124], [-1.23820, 0.07223, -1.31590], [3.70115, 0.00671, 0.80983], [4.02665, 1.58474, 0.25733], [3.45261, 1.23841, 1.72467], [2.15160, 2.99494, -0.39414], [0.70316, 2.15527, -0.72996], [1.06132, 2.54658, 1.07816], [-0.23842, -2.02447, 0.63884], [0.47059, -2.79283, -0.92084], [1.30179, -3.25536, 0.34539], [3.25823, -0.60262, -1.27874], [3.55940, -1.77008, 0.02628], [2.86740, -2.30708, -1.38480], [-1.80875, -0.97523, 1.55048], [-3.18382, 0.03874, 2.36116], [-3.60752, -1.33855, 1.31247], [-4.76667, 1.21399, 0.44167], [-4.09056, 1.36630, -1.24243], [-4.32871, -0.36626, -0.62725], [-2.64376, 1.48829, 0.70583], [-0.66472, 0.04374, -2.68190], [-1.67926, 1.57613, -1.37662], [-1.53213, -1.37581, -1.04951]],
  "lowdin_charge": [-0.016, 0.045, -0.039, -0.019, -0.109, -0.151, -0.323, -0.095, -0.118, -0.310, -0.219, 0.658, 0.069, 0.071, 0.085, 0.107, 0.056, 0.119, 0.115, 0.056, 0.125, 0.086, 0.130, 0.082, 0.082, 0.098, 0.097, 0.092, 0.097, 0.112, 0.099, -0.069, 0.003, -0.016],
  "e_homo_ev": -12.279,
  "homo_lumo_gap_ha": 0.351,
  "total_charge": 1,
  "de_lowest_kj_mol": 0.0
}

=====

Record-wise total energy values, in eV: -78180.7702; -38723.5605; -13180.9781; -17277.9890; -19324.1548; -21375.6664; -22310.6841; -22002.0032
Record-wise maximum force values, in eV/Å: 3.10; 2.27; 7.20; 1.16; 11.47; 0.74; 0.48; 5.09